(1)
Density functional theory data (ωB97M-V with the def2-TZVPD basis set) for 2 unconnected molecules or ions with the total composition C4H12 in a non-equilibrium geometry.

As for the total energy: -4340.710 eV. Its expectation value of S² is 0.750. Its multiplicity is 2. The value obtained for the gap between HOMO and LUMO (spin up / spin down) is 2.77 / 11.81 eV. The total charge is -1. The calculation puts the highest occupied orbital energy (spin up / spin down) at 1.6 / -7.5 eV. The strongest force on any atom is 1.193 eV Å⁻¹.

Last column: Löwdin spin population.
Atoms and positions in Å:
C: 2.80 -1.16 0.48  0.207
C: 1.29 -0.87 0.34  0.281
C: -2.47 0.60 0.07  0.096
C: -1.61 1.43 -0.90  0.108
H: -1.84 -0.09 0.62  0.019
H: -3.27 0.06 -0.46  0.010
H: -1.88 2.48 -0.96  0.010
H: 3.02 -1.76 1.36  0.028
H: 0.81 -0.87 1.32  0.048
H: -0.58 1.33 -0.57  0.021
H: -1.59 1.03 -1.91  0.023
H: 3.39 -0.24 0.55  0.027
H: 1.16 -0.02 -0.32  0.028
H: 3.15 -1.64 -0.44  0.028
H: -3.03 1.25 0.75  0.010
H: 0.80 -1.72 -0.15  0.055

(2)
Density functional theory data (ωB97M-V with the def2-TZVPD basis set) for 2 unconnected molecules or ions with the total composition C4H12 in a non-equilibrium geometry.

As for the structure (SMILES): CC.CC. As for the total energy: -4342.250 eV. Its multiplicity is 1. The value obtained for the gap between HOMO and LUMO is 12.80 eV. The total charge is 0. The calculation puts the highest occupied orbital energy at -11.6 eV. The strongest force on any atom is 1.552 eV Å⁻¹.

Last column: Mulliken charge in e.
Atoms and positions in Å:
C: -1.52 -0.33 1.18  -0.526
C: 1.38 0.09 -1.32  -0.427
C: -2.15 0.76 0.30  -0.882
C: 2.30 -0.48 -0.24  -0.987
H: 2.57 0.21 0.56  0.280
H: 1.93 -1.41 0.22  0.289
H: 3.21 -0.87 -0.70  0.334
H: -2.15 -1.22 1.19  0.267
H: 0.51 0.43 -0.76  -0.114
H: -1.86 0.61 -0.74  0.255
H: -1.80 1.73 0.61  0.262
H: -3.23 0.74 0.39  0.347
H: -1.51 0.02 2.22  0.250
H: 0.99 -0.73 -1.93  0.248
H: 1.79 0.87 -1.95  0.350
H: -0.46 -0.44 0.98  0.053